w.
DFT (wB97M-V/def2-TZVPD) results for the molecule C4H6S.

Bonds (Å) are listed after each position.
CARTESIAN COORDINATES (ANGSTROEM)
1 C -0.9103 0.8749 -0.4506  C2 1.283, C3 1.496, H6 1.145
2 C -0.0154 1.6453 0.0508  C1 1.283, H7 1.070
3 C -0.6085 -0.5885 -0.5166  C1 1.496, C4 1.567, H8 1.160, H9 1.059
4 C 0.6622 -0.6629 0.3968  C3 1.567, S5 1.722, H10 1.046
5 S 2.1961 -1.1498 -0.2157  C4 1.722, H11 1.348
6 H -1.9567 0.9192 -0.9143  C1 1.145
7 H 0.1167 2.6902 0.2425  C2 1.070
8 H -1.5209 -1.1755 -0.1056  C3 1.160
9 H -0.4513 -1.0759 -1.4430  C3 1.059
10 H 0.5672 -0.9676 1.3926  C4 1.046
11 H 3.0233 -1.2036 0.8476  S5 1.348

The value obtained for the gap between HOMO and LUMO (alpha / beta) is 8.76 / 7.43 eV. The LUMO energy (alpha / beta) is 0.477 / 0.109 eV. As for the total charge: 0.

List of Löwdin charges in e, atom by atom: atom 1 (C): -0.2871, atom 2 (C): 0.0978, atom 3 (C): -0.2830, atom 4 (C): -0.5225, atom 5 (S): 0.7472, atom 6 (H): 0.1149, atom 7 (H): 0.0289, atom 8 (H): 0.1304, atom 9 (H): 0.0758, atom 10 (H): 0.0273, atom 11 (H): -0.1298

---

x.
DFT (wB97M-V/def2-TZVPD) results for the molecule C4H6S.

Bonds (Å) are listed after each position.
CARTESIAN COORDINATES (ANGSTROEM)
1 C -1.8344 0.5554 0.0855  S2 1.832, H6 1.017, H7 1.087, H8 1.054
2 S -1.4873 -1.2384 -0.0520  C1 1.832, C3 1.717
3 C 0.2286 -1.2478 0.0074  S2 1.717, C4 1.301, C5 1.545
4 C 1.3688 -1.8723 0.0664  C3 1.301, C5 1.495, H9 1.021
5 C 1.5113 -0.3889 -0.0588  C3 1.545, C4 1.495, H10 1.152, H11 1.128
6 H -2.8479 0.5617 0.1646  C1 1.017
7 H -1.4381 1.1623 -0.7244  C1 1.087
8 H -1.1910 0.9924 0.7968  C1 1.054
9 H 1.8557 -2.7308 0.3281  C4 1.021
10 H 1.6614 0.2947 0.8562  C5 1.152
11 H 1.8867 -0.0772 -1.0762  C5 1.128

The value obtained for the gap between HOMO and LUMO is 9.08 eV. The LUMO energy is 0.866 eV. As for the SMILES: CSC1=CC1. As for the total charge: 0.

List of Löwdin charges in e, atom by atom: atom 1 (C): -0.3584, atom 2 (S): 0.8851, atom 3 (C): -0.6016, atom 4 (C): -0.0845, atom 5 (C): -0.1444, atom 6 (H): -0.0131, atom 7 (H): 0.0474, atom 8 (H): 0.0224, atom 9 (H): 0.0606, atom 10 (H): 0.1001, atom 11 (H): 0.0864

---

Tell me which of them is the most stable. Sure, it is x.

---

w.
DFT (wB97M-V/def2-TZVPD) results for the molecule C4H6S.

Bonds (Å) are listed after each position.
CARTESIAN COORDINATES (ANGSTROEM)
1 C 2.0485 0.0634 -0.1501  S2 1.892, H6 1.069, H7 1.014, H8 1.008
2 S 0.3904 0.7730 0.4204  C1 1.892, C3 1.849, C5 1.870
3 C -0.6537 0.2513 -1.0137  S2 1.849, C4 1.522
4 C -1.9445 0.1182 -0.2176  C3 1.522, C5 1.693, H9 1.096, H10 1.174
5 C -0.9175 -0.4248 1.0146  S2 1.870, C4 1.693, H11 1.146
6 H 2.5825 0.9631 -0.3696  C1 1.069
7 H 1.8631 -0.6590 -0.8376  C1 1.014
8 H 2.4886 -0.2836 0.6875  C1 1.008
9 H -2.8295 -0.4577 -0.5130  C4 1.096
10 H -2.2309 1.2124 0.0954  C4 1.174
11 H -0.7970 -1.5565 0.8837  C5 1.146

The value obtained for the gap between HOMO and LUMO (alpha / beta) is 7.99 / 7.99 eV. The LUMO energy (alpha / beta) is 0.404 / 0.404 eV. As for the SMILES: CS1#CCC=1. As for the total charge: 0.

List of Löwdin charges in e, atom by atom: atom 1 (C): -0.2329, atom 2 (S): 0.8986, atom 3 (C): -0.2442, atom 4 (C): -0.3846, atom 5 (C): -0.2851, atom 6 (H): 0.0370, atom 7 (H): 0.0072, atom 8 (H): -0.0053, atom 9 (H): 0.0778, atom 10 (H): 0.0908, atom 11 (H): 0.0406

---

x.
DFT (wB97M-V/def2-TZVPD) results for a cluster of 3 separate species, C4H6S in total.

Bonds (Å) are listed after each position.
CARTESIAN COORDINATES (ANGSTROEM)
1 C -2.9314 0.6460 -0.0227  C2 1.626, H5 1.300, H6 1.258
2 C -1.9633 -0.6596 -0.0414  C1 1.626, C3 1.486
3 C -0.5031 -0.5794 0.2233  C2 1.486, C4 1.644, H8 1.206, H9 1.104
4 C 0.5802 0.6227 -0.0691  C3 1.644, S11 1.936
5 H -2.4590 1.8454 0.1461  C1 1.300
6 H -4.0939 0.1840 -0.1582  C1 1.258
7 H -2.6665 -1.8584 -0.6024  no bonds
8 H -0.0495 -0.8086 1.3175  C3 1.206
9 H -0.2562 -1.4125 -0.4575  C3 1.104
10 H -0.1643 1.9042 0.0085  no bonds
11 S 2.4122 -0.0020 -0.0497  C4 1.936

The value obtained for the gap between HOMO and LUMO is 7.54 eV. The LUMO energy is -1.331 eV. As for the total charge: 0.

List of Löwdin charges in e, atom by atom: atom 1 (C): -0.0602, atom 2 (C): -0.2210, atom 3 (C): -0.4266, atom 4 (C): -0.4207, atom 5 (H): 0.0892, atom 6 (H): 0.0709, atom 7 (H): 0.2078, atom 8 (H): 0.1415, atom 9 (H): 0.0701, atom 10 (H): 0.1733, atom 11 (S): 0.3757

---

Tell me which of them is the most stable. Sure, it is w.